Below is a single C3H6N2OS molecule in a non-equilibrium geometry, with properties calculated with the ωB97M-V functional and the def2-TZVPD basis.

E_tot in a.u.: -700.823683
SMILES: [H]/N=C(\N)C(=S)CO
HOMO-LUMO gap in hartree: 0.308
ΔE to the lowest compared entry with this formula, charge and spin in eV: 1.7829
HOMO level in eV: -9.60
Charge: 0

Element x y z (Å)
H (-2.333765, -1.304300, -0.121213)
N (-1.312591, -1.285227, -0.099426)
C (-0.976471, -0.035586, -0.043134)
N (-1.849603, 1.028952, 0.189251)
C (0.458184, 0.382873, -0.093287)
S (0.931501, 1.957895, -0.062907)
C (1.374608, -0.799694, 0.024254)
O (2.778988, -0.515947, 0.049454)
H (-2.774600, 0.912476, -0.162432)
H (-1.490603, 1.973553, 0.071836)
H (1.126526, -1.442233, -0.765849)
H (1.117317, -1.310132, 0.961447)
H (2.950508, 0.437368, 0.052008)

Cartesian forces, eV/Å:
H 0.0 -0.4 0.3
N 0.4 1.7 -0.5
C -1.2 0.4 0.4
N 0.5 -0.3 -0.3
C 0.6 0.4 0.9
S -0.1 -1.3 -0.3
C 1.5 1.7 1.3
O -0.7 -0.3 -0.2
H -0.6 -0.1 0.0
H 0.1 -0.5 0.0
H -0.1 -1.2 -1.2
H -0.1 0.0 -0.2
H -0.4 -0.1 0.0

Below is a single C5H13NO molecule in a non-equilibrium geometry, with properties calculated with the ωB97M-V functional and the def2-TZVPD basis.

E_tot in a.u.: -328.210387
SMILES: CCNC[C@@H](C)O
HOMO-LUMO gap in hartree: 0.348
ΔE to the lowest compared entry with this formula, charge and spin in eV: 2.9513
HOMO level in eV: -8.55
Charge: 0

Element x y z (Å)
C (3.223893, -0.092407, 0.036395)
C (1.808237, -0.365587, 0.655642)
N (0.773553, -0.477463, -0.374506)
C (-0.526816, -0.374842, 0.265181)
C (-1.609310, -0.093218, -0.739834)
C (-2.870331, 0.279404, 0.063289)
O (-1.453279, 0.993619, -1.656190)
H (3.568804, -1.020496, -0.274886)
H (3.131042, 0.602862, -0.800758)
H (4.021256, 0.255241, 0.854160)
H (1.467623, 0.440778, 1.341176)
H (1.782352, -1.311776, 1.274740)
H (0.441562, -0.046997, -1.191584)
H (-0.692539, 0.359952, 1.088998)
H (-0.736466, -1.234746, 0.908171)
H (-1.660010, -1.064267, -1.245867)
H (-3.792782, 0.091501, -0.404451)
H (-2.765134, 1.362961, 0.314442)
H (-2.944408, -0.111382, 0.973529)
H (-1.167250, 1.806858, -1.087651)

Cartesian forces, eV/Å:
C -0.2 1.4 2.9
C 0.6 1.0 -0.6
N -2.1 -1.5 2.6
C 0.1 0.3 1.6
C -2.0 -0.6 1.2
C 1.3 2.3 -2.4
O 2.0 1.3 1.3
H 0.8 -1.6 -1.0
H 0.3 0.0 0.3
H -1.9 -0.4 -1.8
H 0.6 -0.2 -0.1
H 0.2 0.8 -0.8
H 2.4 1.6 -1.9
H 1.1 0.8 -0.4
H -0.4 -0.7 -0.7
H -0.6 0.6 -0.9
H -1.1 0.0 -1.0
H -0.3 -0.5 -0.5
H 0.0 -2.3 3.9
H -0.8 -2.1 -1.5

Below is a 5-piece molecular cluster, C20H41ClO6P overall in a non-equilibrium geometry, with properties calculated with the ωB97M-V functional and the def2-TZVPD basis.

E_tot in a.u.: -2039.637193
HOMO-LUMO gap in hartree: 0.164
HOMO level in eV: -2.78
Charge: -1

Element x y z (Å)
C (6.942528, -0.805344, -1.039628)
C (6.014862, -1.264911, -2.155477)
C (4.485542, -1.343616, -1.917616)
Cl (4.184665, -1.297763, 0.080600)
C (3.766795, -2.327719, -2.662421)
C (2.345943, -1.920699, -3.121354)
C (1.564658, -0.978128, -2.187934)
C (0.838236, -1.729824, -1.092939)
O (0.146170, -0.826312, -0.213081)
P (3.770383, -4.051951, -2.373008)
C (5.354608, -4.451815, -1.457502)
O (2.725525, -4.250322, -1.001746)
H (7.977993, -0.763243, -1.398139)
H (6.671241, 0.186472, -0.669082)
H (6.908309, -1.480126, -0.183836)
H (6.102028, -0.559650, -2.988942)
H (6.357984, -2.216022, -2.560404)
H (4.085257, -0.358062, -2.149080)
H (1.733313, -2.823644, -3.248576)
H (2.374597, -1.455214, -4.114545)
H (2.234726, -0.257971, -1.710744)
H (0.841885, -0.386665, -2.763331)
H (0.094085, -2.407125, -1.528757)
H (1.554824, -2.338977, -0.537705)
H (0.611782, -0.835570, 0.625893)
H (5.690642, -5.451445, -1.743282)
H (5.151584, -4.430771, -0.383903)
H (6.170472, -3.753776, -1.634696)
H (2.834181, -5.143875, -0.656747)
C (-0.989013, 2.214853, -0.736848)
C (-1.908742, 3.172025, -0.035013)
O (-2.677344, 3.898358, -0.629557)
C (-1.836934, 3.175302, 1.473773)
H (-1.109972, 2.288954, -1.815115)
H (0.050235, 2.418841, -0.469998)
H (-1.170330, 1.186547, -0.418079)
H (-0.825921, 3.427713, 1.800832)
H (-2.051027, 2.181404, 1.869389)
H (-2.547652, 3.891004, 1.880598)
C (6.015728, 1.826266, -4.399060)
C (5.018606, 0.921516, -5.089663)
O (3.980455, 0.602012, -4.568926)
C (5.406053, 0.420843, -6.462965)
H (5.636698, 2.108960, -3.419855)
H (6.971849, 1.310764, -4.287985)
H (6.197919, 2.717603, -5.004394)
H (6.343774, -0.135379, -6.401057)
H (5.572881, 1.261403, -7.140542)
H (4.621536, -0.225358, -6.848112)
C (-5.432233, 2.119017, 4.575117)
C (-4.416216, 1.158578, 4.009016)
O (-3.236177, 1.417954, 3.972223)
C (-4.961911, -0.147274, 3.483584)
H (-4.937904, 3.025438, 4.916156)
H (-6.180947, 2.355828, 3.817396)
H (-5.976129, 1.644168, 5.393303)
H (-5.694963, 0.047593, 2.698328)
H (-5.495219, -0.673158, 4.278251)
H (-4.153192, -0.762427, 3.097889)
C (-9.344190, 1.417106, 6.803106)
C (-9.457966, 1.028581, 5.348370)
O (-8.485581, 0.919496, 4.639832)
C (-10.853880, 0.785468, 4.827177)
H (-8.301747, 1.568848, 7.070674)
H (-9.912003, 2.330749, 6.990599)
H (-9.780396, 0.639306, 7.433210)
H (-11.463866, 1.681299, 4.960063)
H (-11.332977, -0.010665, 5.400745)
H (-10.816122, 0.514536, 3.775519)

Cartesian forces, eV/Å:
C 0.0 0.1 0.1
C -0.1 -0.1 0.1
C 0.7 0.2 -1.5
Cl -0.1 0.0 0.7
C -0.8 0.0 0.9
C 0.0 0.1 -0.3
C 0.0 0.0 0.0
C 0.1 -0.1 0.0
O -0.1 -0.1 0.1
P 0.3 -0.5 0.1
C 0.1 0.1 0.0
O 0.1 0.0 0.0
H -0.1 0.0 0.0
H 0.0 0.0 0.0
H 0.0 0.0 -0.1
H 0.0 -0.1 0.0
H 0.0 0.1 0.0
H 0.0 0.0 0.3
H 0.0 0.0 -0.1
H 0.1 0.0 0.1
H -0.1 0.0 0.0
H 0.0 -0.1 0.0
H 0.0 0.1 0.0
H -0.1 0.1 0.0
H 0.1 0.0 0.0
H 0.0 0.0 0.0
H 0.0 0.0 0.0
H 0.0 -0.1 0.0
H -0.1 0.0 -0.1
C 0.0 0.0 -0.1
C 0.0 0.0 0.1
O 0.0 0.0 0.0
C 0.0 0.0 0.0
H 0.0 0.0 0.0
H 0.0 0.0 0.0
H 0.0 0.0 0.0
H 0.0 0.0 0.0
H 0.0 0.0 0.0
H 0.0 0.0 0.0
C 0.0 0.0 0.0
C 0.1 -0.1 0.0
O 0.0 0.2 -0.1
C 0.0 0.0 0.0
H 0.0 0.0 0.0
H 0.0 0.0 0.0
H 0.0 0.0 0.0
H 0.0 0.0 0.0
H 0.0 0.0 0.0
H 0.0 0.0 0.0
C 0.1 0.0 0.0
C -0.1 -0.1 -0.1
O 0.0 0.0 0.1
C 0.0 0.0 0.0
H 0.0 0.0 0.0
H 0.0 0.0 0.0
H 0.0 0.0 0.0
H 0.0 0.0 0.0
H 0.0 0.0 0.0
H 0.0 0.0 0.0
C 0.0 0.0 0.0
C 0.0 0.0 0.0
O 0.0 0.0 0.0
C 0.0 0.0 0.0
H 0.0 0.0 0.0
H 0.0 0.0 0.0
H 0.0 0.0 0.0
H 0.0 0.0 0.0
H 0.0 0.0 0.0
H 0.0 0.0 0.0